[1]
Density functional theory data (ωB97M-V with the def2-TZVPD basis set) for C38H47F6GaNO3 as an isolated structure at a distorted geometry.

The geometry in ORCA input format:
```
! wB97M-V def2-TZVPD RIJCOSX def2/J DEFGRID3
* xyz -1 1
C 0.948 2.358 -2.264
C -0.348 2.279 -1.437
C -0.410 1.212 -0.369
O -1.167 1.290 0.572
O 0.431 0.170 -0.520
C -0.250 -1.106 -0.734
C -0.684 -1.310 -2.184
Ga -2.568 -2.066 -2.268
F -2.469 -3.875 -1.959
C -3.749 -1.311 -0.780
C -4.285 0.059 -1.147
N -5.484 0.479 -0.381
C -6.015 1.745 -0.928
C -5.324 2.952 -0.292
C -6.520 -0.515 -0.471
C -6.892 -1.057 -1.832
O -7.086 -0.900 0.525
C -3.393 -1.824 -4.122
C -2.720 -0.705 -4.908
C -3.580 -0.100 -6.013
F -1.521 -1.159 -5.480
H 1.379 1.376 -2.414
H 0.694 2.740 -3.257
H 1.659 3.061 -1.831
H -1.179 2.092 -2.126
H -0.558 3.233 -0.951
H -1.111 -1.124 -0.062
H 0.425 -1.891 -0.391
H -0.564 -0.371 -2.731
H -0.016 -2.024 -2.673
H -3.167 -1.262 0.142
H -4.534 -2.058 -0.631
H -4.455 0.152 -2.233
H -3.508 0.793 -0.905
H -5.955 1.772 -2.024
H -7.079 1.791 -0.672
H -4.301 2.727 0.006
H -5.322 3.789 -0.996
H -5.893 3.291 0.576
H -6.009 -1.435 -2.348
H -7.381 -0.305 -2.452
H -7.573 -1.893 -1.678
H -4.428 -1.492 -3.977
H -3.383 -2.747 -4.707
H -2.482 0.105 -4.203
H -2.935 0.371 -6.763
H -4.222 0.688 -5.613
H -4.181 -0.858 -6.517
F 3.637 -2.703 4.117
C 2.416 -2.127 3.985
C 1.573 -2.104 5.078
C 0.324 -1.509 4.942
C -0.054 -0.962 3.724
C 0.810 -1.008 2.642
C 2.062 -1.590 2.764
H 1.894 -2.542 6.014
H -0.349 -1.472 5.788
H -1.027 -0.500 3.615
H 0.482 -0.582 1.705
H 2.751 -1.627 1.933
F -2.922 2.109 5.258
C -3.791 1.255 4.663
C -3.710 1.060 3.299
C -4.605 0.186 2.696
C -5.562 -0.469 3.460
C -5.620 -0.257 4.830
C -4.727 0.611 5.446
H -2.962 1.583 2.716
H -4.559 0.023 1.628
H -6.261 -1.141 2.981
H -6.367 -0.765 5.427
H -4.751 0.789 6.513
F 3.073 -0.010 -2.693
C 4.033 -0.191 -1.769
C 3.956 -1.289 -0.934
C 4.957 -1.475 0.009
C 6.004 -0.568 0.116
C 6.051 0.529 -0.733
C 5.063 0.724 -1.689
H 3.126 -1.977 -1.031
H 4.918 -2.333 0.667
H 6.785 -0.703 0.852
H 6.863 1.241 -0.651
H 5.084 1.568 -2.364
F 8.378 0.304 1.868
C 9.635 0.615 1.494
C 10.180 1.809 1.920
C 11.475 2.121 1.530
C 12.194 1.250 0.724
C 11.619 0.057 0.308
C 10.328 -0.272 0.695
H 9.597 2.474 2.542
H 11.921 3.051 1.857
H 13.202 1.500 0.421
H 12.176 -0.623 -0.323
H 9.860 -1.197 0.386
*
```

The calculation puts the HOMO energy at -5.520 eV. As for the HOMO-LUMO gap: 7.52 eV.

***

[2]
Density functional theory data (ωB97M-V with the def2-TZVPD basis set) for a 2-piece molecular cluster, C4H9BO2 overall at a distorted geometry.

The geometry in ORCA input format:
```
! wB97M-V def2-TZVPD RIJCOSX def2/J DEFGRID3
* xyz 0 1
B 1.159 0.788 -0.012
C -1.882 -0.182 0.652
C -2.076 0.941 -0.331
C -0.987 -0.048 -0.527
C 2.004 -1.501 -0.012
O 1.324 2.103 0.064
O 2.139 -0.111 0.144
H -1.497 0.061 1.632
H -2.620 -0.975 0.673
H -2.944 0.904 -0.978
H -1.817 1.942 -0.021
H -0.964 -0.750 -1.341
H 2.432 -1.798 -0.972
H 0.954 -1.795 0.022
H 2.555 -1.995 0.791
H 2.221 2.415 0.217
*
```

The calculation puts the HOMO energy at -8.416 eV. As for the HOMO-LUMO gap: 8.90 eV.

***

[3]
Density functional theory data (ωB97M-V with the def2-TZVPD basis set) for C12H9F7N2O4S3V as an isolated structure at a distorted geometry.

The geometry in ORCA input format:
```
! wB97M-V def2-TZVPD RIJCOSX def2/J DEFGRID3
* xyz 0 2
V -0.491 -0.265 -0.637
F -2.391 -2.480 -1.583
C -2.016 -2.348 -2.847
F -2.989 -1.821 -3.560
F -1.683 -3.544 -3.328
S -0.443 -1.331 -2.971
O 0.313 -1.765 -1.761
O 0.124 -1.720 -4.214
N -0.721 0.230 -2.911
S -1.808 1.024 -2.019
O -1.173 1.911 -1.029
O -2.939 0.224 -1.596
C -2.427 2.213 -3.276
F -1.418 2.946 -3.727
F -3.328 2.991 -2.699
F -2.980 1.545 -4.275
F 2.693 0.774 5.118
C 1.757 0.369 4.225
C 1.824 -0.908 3.714
C 0.866 -1.311 2.792
C -0.157 -0.459 2.368
C -1.101 -0.848 1.280
C -0.192 0.819 2.935
C 0.758 1.242 3.857
H 2.613 -1.574 4.042
H 0.915 -2.314 2.380
H -2.061 -0.332 1.407
H -1.287 -1.927 1.280
H -0.985 1.498 2.639
H 0.724 2.233 4.295
S 3.213 1.975 0.350
C 3.594 0.324 0.114
C 2.473 -0.369 -0.169
N 1.312 0.391 -0.195
C 1.577 1.652 0.061
H 4.604 -0.042 0.203
H 2.407 -1.427 -0.359
H 0.823 2.422 0.097
*
```

The calculation puts the HOMO energy (spin up / spin down) at -7.673 / -7.592 eV. As for the HOMO-LUMO gap (spin up / spin down): 7.86 / 7.58 eV.

***

[4]
Density functional theory data (ωB97M-V with the def2-TZVPD basis set) for a 9-piece molecular cluster, C4H23NO11 overall at a distorted geometry.

The geometry in ORCA input format:
```
! wB97M-V def2-TZVPD RIJCOSX def2/J DEFGRID3
* xyz 1 2
C -0.347 -0.311 -0.589
N -1.502 -0.966 -0.324
C -1.569 -2.394 -0.935
C -2.584 -0.677 0.644
C -2.817 -1.594 1.843
O -1.870 -1.596 2.771
O -3.678 -2.424 1.930
O -0.192 0.791 -0.155
H 0.211 -0.742 -1.340
H -0.478 -2.736 -0.984
H -1.941 -2.934 -0.089
H -2.226 -2.449 -1.932
H -2.263 0.440 1.085
H -3.561 -0.687 0.098
H -1.936 -1.672 3.743
H 3.414 -0.158 -0.004
H 1.914 -0.388 0.396
O 2.496 -0.402 -0.345
H 1.675 0.213 -4.122
H 1.720 1.644 -3.842
O 1.090 0.994 -4.086
H -0.836 2.069 1.471
H -2.395 2.528 1.478
O -1.509 2.373 2.059
H 1.435 2.210 -0.445
H 2.696 1.396 -0.729
O 2.433 2.283 -0.601
H 1.441 -2.498 -1.069
H 2.718 -2.182 -1.622
O 1.864 -2.397 -1.902
H -2.947 3.084 -1.293
H -2.078 4.417 -1.460
O -2.650 3.822 -0.944
H 0.419 0.222 1.750
H 0.760 -1.117 2.469
O 1.112 -0.373 2.137
H 3.269 0.860 1.457
H 4.653 0.786 2.114
O 4.060 0.566 1.367
*
```

The calculation puts the HOMO energy (spin up / spin down) at -13.632 / -13.613 eV. As for the HOMO-LUMO gap (spin up / spin down): 9.22 / 4.11 eV.

***

[5]
Density functional theory data (ωB97M-V with the def2-TZVPD basis set) for C15H31O4P3S4Sn as an isolated structure.

The geometry in ORCA input format:
```
! wB97M-V def2-TZVPD RIJCOSX def2/J DEFGRID3
* xyz 2 1
Sn 0.327 -0.562 -1.056
O -5.009 -0.280 -6.655
C -4.193 -0.326 -5.806
S -2.422 -0.241 -6.142
C -1.895 -0.431 -4.530
C -2.990 -0.497 -3.468
S -2.727 -0.560 -1.867
S -4.594 -0.535 -4.061
S -0.311 -0.568 -4.203
C 2.216 0.927 2.440
P 2.323 0.311 0.739
C 3.276 -1.242 0.872
C 3.505 1.480 -0.031
C 3.775 1.136 -1.497
P 2.249 1.038 -2.500
C 1.757 2.769 -2.756
C 2.874 0.494 -4.117
H 3.212 0.928 2.883
H 1.562 0.296 3.036
H 1.818 1.942 2.442
H 4.324 -1.035 1.088
H 3.221 -1.831 -0.044
H 2.860 -1.846 1.677
H 4.428 1.460 0.549
H 3.086 2.483 0.064
H 4.281 0.170 -1.582
H 4.425 1.878 -1.962
H 2.602 3.338 -3.148
H 1.423 3.221 -1.822
H 0.936 2.815 -3.472
H 3.732 1.108 -4.392
H 2.102 0.598 -4.879
H 3.182 -0.553 -4.077
C -0.750 0.590 4.992
C -0.709 -0.787 4.379
O -1.523 -0.838 3.171
P -0.934 -0.997 1.702
O -1.059 0.454 0.935
C -2.290 1.248 0.707
C -2.916 1.749 1.987
O -2.214 -1.654 0.969
C -2.705 -2.983 1.332
C -1.775 -4.077 0.854
H -0.155 0.598 5.909
H -1.773 0.865 5.248
H -0.350 1.347 4.315
H -1.141 -1.522 5.050
H 0.309 -1.109 4.143
H -2.989 0.643 0.137
H -1.959 2.079 0.090
H -3.307 0.936 2.595
H -3.745 2.405 1.715
H -2.206 2.328 2.579
H -3.678 -3.057 0.859
H -2.853 -3.014 2.408
H -1.643 -4.028 -0.227
H -2.196 -5.052 1.099
H -0.794 -4.012 1.331
*
```

The calculation puts the HOMO energy at -14.356 eV. As for the HOMO-LUMO gap: 6.41 eV.

***

[6]
Density functional theory data (ωB97M-V with the def2-TZVPD basis set) for C18H41HoN2OP3 as an isolated structure at a distorted geometry.

The geometry in ORCA input format:
```
! wB97M-V def2-TZVPD RIJCOSX def2/J DEFGRID3
* xyz 2 6
Ho 0.245 -0.338 -0.245
P 1.914 0.899 1.859
P 0.658 -1.252 -2.972
N -1.177 0.375 1.390
N -1.809 -0.671 -1.085
H -3.213 0.961 1.498
H -3.759 -0.942 -0.280
H -2.904 -0.775 1.758
C -2.593 0.108 1.172
H -3.379 0.723 -0.772
C -2.945 -0.192 -0.306
H -1.459 1.417 3.190
H -3.121 -1.184 -2.641
C -0.797 1.246 2.326
C -2.064 -1.062 -2.357
C 0.435 1.946 2.165
C -1.108 -1.313 -3.331
H 0.545 2.913 2.673
H -1.464 -1.635 -4.309
H 1.116 -0.581 -4.141
H 0.902 -2.566 -3.470
H 2.770 1.990 1.495
H 2.432 0.682 3.160
H -1.434 1.946 -1.683
C -0.622 2.640 -1.386
C 0.229 2.961 -2.603
C -1.218 3.783 -0.607
O 0.324 1.878 -0.497
H -0.293 3.581 -3.339
H 1.127 3.499 -2.275
H 0.551 2.037 -3.102
H -1.872 3.413 0.192
H -0.438 4.410 -0.158
H -1.821 4.433 -1.253
H 0.361 2.241 0.516
C 2.656 -3.762 -1.306
C 1.521 -4.234 -0.389
C 1.885 -5.565 0.270
P 0.979 -2.884 0.766
C -0.758 -3.234 1.390
C -1.201 -4.694 1.264
C -1.023 -2.672 2.794
C 2.073 -2.918 2.256
C 2.017 -4.202 3.084
C 3.512 -2.508 1.902
H 3.567 -3.531 -0.742
H 2.384 -2.879 -1.896
H 2.889 -4.570 -2.012
H 0.621 -4.391 -1.010
H 2.911 -5.559 0.662
H 1.197 -5.870 1.066
H 1.842 -6.346 -0.500
H -1.382 -2.645 0.683
H -0.741 -5.344 2.023
H -2.291 -4.733 1.416
H -0.995 -5.098 0.266
H -0.550 -1.696 2.971
H -2.105 -2.519 2.924
H -0.694 -3.358 3.588
H 1.646 -2.115 2.883
H 2.744 -4.948 2.743
H 2.285 -3.958 4.121
H 1.027 -4.672 3.121
H 3.546 -1.580 1.314
H 4.060 -2.324 2.838
H 4.038 -3.303 1.354
*
```

The calculation puts the HOMO energy (spin up / spin down) at -13.722 / -13.703 eV. As for the HOMO-LUMO gap (spin up / spin down): 7.38 / 4.75 eV.

***

[7]
Density functional theory data (ωB97M-V with the def2-TZVPD basis set) for a 2-piece molecular cluster, C4H9NO overall at a distorted geometry.

The geometry in ORCA input format:
```
! wB97M-V def2-TZVPD RIJCOSX def2/J DEFGRID3
* xyz 0 1
C -2.255 1.018 -0.909
C -1.605 0.398 0.096
N -1.624 -0.988 0.254
H -2.542 0.504 -1.828
H -2.946 1.794 -0.610
H -1.318 1.065 0.914
H -2.397 -1.470 -0.173
H -0.774 -1.508 0.096
C 2.463 -0.390 -0.794
C 1.971 0.355 0.209
O 1.123 -0.174 1.150
H 2.840 0.194 -1.628
H 2.463 -1.468 -0.903
H 2.115 1.416 0.041
H 1.501 -1.017 1.379
*
```

The calculation puts the HOMO energy at -8.541 eV. The SMILES is C=CN.C=CO. As for the HOMO-LUMO gap: 9.41 eV.

***

[8]
Density functional theory data (ωB97M-V with the def2-TZVPD basis set) for C2HNO as an isolated structure at a distorted geometry.

The geometry in ORCA input format:
```
! wB97M-V def2-TZVPD RIJCOSX def2/J DEFGRID3
* xyz 0 1
O 1.837 0.436 0.071
C 0.904 -0.186 0.353
C -0.967 0.163 -0.353
N -1.989 0.475 -0.826
H 0.215 -0.887 0.755
*
```

The calculation puts the HOMO energy at -11.120 eV. As for the HOMO-LUMO gap: 10.11 eV.

***

DFT total energy (eV)
-116484.5742; -9064.3480; -100972.5576; -28520.9238; -101273.7221; -78007.0138; -7828.6664; -5623.9505